Here is a structure of composition C35H37F5OP2PtTe in a non-equilibrium geometry from OMol25. Energies are from ωB97M-V/def2-TZVPD.

The geometry in XYZ format:
```
82
Properties=species:S:1:pos:R:3:forces:R:3
Pt 0.1419 -0.0955 5.0959 -1.0025 0.1818 2.7778
C -2.1228 -0.0398 6.4136 -0.3008 -1.0755 -2.3509
C -2.0830 -0.4182 5.0567 -1.7530 -0.0082 1.4765
C -2.6354 0.5124 3.9761 -0.2223 -0.2205 -0.3159
C -1.5891 1.3962 3.2658 0.0638 -0.1889 -0.2313
C -0.4395 1.8546 4.1430 -0.1824 0.8650 0.9656
C -0.6178 2.3681 5.4376 0.5627 -0.2362 -1.4142
C -1.9223 2.5355 6.1121 -0.8606 0.0347 0.8855
C -2.5006 1.2989 6.8980 0.5675 1.0766 0.6460
C 2.0974 0.0567 5.1856 2.1115 0.1252 -0.7459
H -2.0366 -0.7845 7.2032 0.2754 -0.0601 -0.3503
H -2.2201 -1.4963 4.8650 0.4642 0.5056 0.0856
H -3.4636 1.1282 4.3578 0.2849 -0.2052 0.0563
H -3.0825 -0.1326 3.2031 0.0550 0.2521 0.2195
H -1.1404 0.7949 2.4606 -0.1374 0.2789 0.0891
H -2.1130 2.2368 2.7850 0.3187 -0.0568 0.0855
H 0.5086 2.0894 3.6410 -0.3711 -0.1381 0.1842
H 0.2413 2.7624 5.9856 -0.0932 -0.2981 -0.3316
H -2.7176 2.8811 5.4326 0.5356 -0.0079 -0.0146
H -1.7859 3.3054 6.8909 -0.1448 -0.1575 -0.4595
H -2.1778 1.3777 7.9496 -0.1630 -0.0505 -0.4663
H -3.5977 1.4374 6.9017 0.3068 -0.4286 -0.0689
H 2.5005 -0.4512 6.0758 -0.2931 -0.0010 -0.2820
H 2.3600 1.1228 5.2710 0.0121 -0.2604 -0.0436
H 2.5562 -0.3600 4.2727 0.1061 0.1489 0.3188
P 0.0691 -2.3142 -3.6456 0.4916 -0.6068 -0.2223
P 2.0435 0.4207 -3.8976 0.9005 0.0333 -0.5001
C -0.4889 -0.7103 -4.2833 0.3787 1.2343 -0.2503
C 0.2972 0.3967 -4.3527 -1.0212 -0.9049 -0.5815
C -0.8027 -3.4811 -4.7984 0.0757 0.0040 -0.1122
C -1.9709 -3.1674 -5.5042 -0.1103 -0.3393 -0.1063
C -2.5866 -4.1212 -6.3232 -0.0035 0.1595 0.0268
C -2.0444 -5.3968 -6.4565 0.1738 -0.0449 0.1442
C -0.8563 -5.7090 -5.7844 -0.1598 0.0530 -0.0818
C -0.2281 -4.7552 -4.9828 -0.1713 0.1515 0.1099
C -0.9324 -2.4240 -2.1146 -0.2296 0.1967 -0.0341
C -0.5579 -1.5619 -1.0674 -0.3965 -0.2838 0.0573
C -1.2959 -1.5568 0.1182 -0.0933 -0.2739 -0.3782
C -2.4094 -2.4017 0.2434 0.1142 0.1160 0.1337
C -2.7634 -3.2685 -0.7914 0.0276 -0.0588 0.0783
C -2.0176 -3.2948 -1.9699 0.0944 0.2387 0.1488
C 2.6874 1.1884 -5.5052 -0.2984 -0.0792 0.0004
C 2.6519 0.3990 -6.6735 0.0027 0.2965 0.1453
C 3.0124 0.9403 -7.9100 0.0217 0.0219 0.0724
C 3.4176 2.2739 -8.0131 -0.0362 -0.0498 0.2306
C 3.4780 3.0525 -6.8570 0.0749 -0.1366 -0.0431
C 3.1317 2.5119 -5.6142 -0.0841 0.0572 -0.0190
C 2.1083 1.8666 -2.7782 0.2260 0.0293 0.0739
C 3.2479 1.9573 -1.9560 -0.2591 0.0831 -0.1644
C 3.4074 3.0466 -1.1047 -0.1177 0.1222 -0.0027
C 2.4304 4.0501 -1.0668 0.1319 -0.0568 0.0336
C 1.3007 3.9600 -1.8805 -0.0883 -0.0998 -0.0003
C 1.1305 2.8635 -2.7317 0.1876 0.1880 0.2161
H -1.5131 -0.6787 -4.6689 0.2999 0.3409 0.1523
H -0.0573 1.3058 -4.8583 -0.2551 -0.3928 0.2520
H -2.4319 -2.1810 -5.4314 0.1269 -0.3641 0.0499
H -3.5043 -3.8574 -6.8554 0.3064 -0.0945 0.1661
H -2.5413 -6.1478 -7.0814 0.2388 0.3346 0.2611
H -0.4244 -6.7058 -5.8883 -0.0661 0.3090 0.0174
H 0.7174 -5.0031 -4.4849 -0.4196 0.1350 -0.1432
H 0.3004 -0.8964 -1.2004 -0.2467 -0.1998 0.1011
H -1.0006 -0.9035 0.9390 -0.1136 -0.1435 -0.1874
H -2.9977 -2.3812 1.1666 0.2051 -0.0565 -0.3474
H -3.6233 -3.9370 -0.6898 0.2931 0.2703 0.0463
H -2.2828 -3.9760 -2.7846 0.0463 0.2794 0.3427
H 2.3174 -0.6394 -6.6188 0.0921 0.2568 0.0097
H 2.9774 0.3220 -8.8081 -0.0265 0.1085 0.2729
H 3.6871 2.7010 -8.9849 -0.1120 -0.1916 0.4012
H 3.7984 4.0934 -6.9206 -0.0733 -0.2717 0.0453
H 3.1909 3.1517 -4.7289 -0.0633 -0.2516 -0.2801
H 4.0093 1.1684 -2.0037 -0.3435 0.3289 0.0520
H 4.2940 3.1134 -0.4708 -0.2864 0.0215 -0.1739
H 2.5577 4.9054 -0.3952 -0.0620 -0.3217 -0.2810
H 0.5393 4.7438 -1.8562 0.2685 -0.2351 0.0311
H 0.2399 2.7958 -3.3631 0.3530 0.0799 0.2710
F 0.9732 -1.7608 8.3309 -0.1300 0.6269 0.4223
Te 0.6002 -0.0912 9.1675 0.0578 -0.4000 0.2641
F 0.1806 1.4011 10.2906 0.3361 -0.8908 -0.9349
F -1.2530 -0.5872 9.2908 0.8513 0.2537 -0.1182
F 0.7439 -1.0832 10.7850 -0.0512 0.7223 -1.0062
F 2.4593 0.2476 9.4085 -1.1681 -0.1367 -0.2358
O 0.4238 0.7353 7.5361 -0.0298 -0.2431 0.8597
```
Forces are in eV/Å.

Computed properties:
Orbital gap (alpha / beta), Ha: 0.273 / 0.203
HOMO level (alpha / beta), eV: -8.12 / -8.12
E, eV: -81642.99703
⟨S²⟩: 2.019
Multiplicity: 3

Löwdin atomic charge list, values in e, 2 entries: Pt 1.1624; C -0.1202



Here is a structure of composition C35H37GaNO8S in a non-equilibrium geometry from OMol25. Energies are from ωB97M-V/def2-TZVPD.

The geometry in XYZ format:
```
83
Properties=species:S:1:pos:R:3:forces:R:3
S 1.5839 -6.7261 -3.0943 -0.0245 -0.0479 -0.5091
C 2.3706 -5.1546 -3.6749 -0.1868 0.9995 0.1196
C 3.6544 -4.8544 -2.8315 0.3886 0.4484 -0.3616
C 4.4646 -3.6035 -3.4212 0.1377 -0.9113 0.3552
Ga 4.1408 -1.9411 -2.2426 -0.2814 -0.0586 -0.4693
C 3.3356 -0.3166 -3.2565 0.2046 0.7388 0.4408
C 2.2311 0.3928 -2.3583 0.3416 -0.5566 -0.3773
C 0.7439 -0.0397 -2.7433 1.0230 0.8596 1.1071
C 0.4414 -1.4151 -2.0688 0.6595 -0.3889 -1.2162
N -0.8472 -2.0315 -2.5142 0.7175 0.8844 0.6634
C -1.2651 -1.9298 -3.8261 -2.7922 -1.8368 0.6317
C -2.5074 -2.6613 -3.8948 1.1577 0.2589 1.3043
C -2.7960 -3.2124 -2.5474 2.1751 1.6757 -0.9515
C -1.6912 -2.7647 -1.7067 -2.5784 -0.9927 -2.3070
H 0.6571 -7.0005 -4.0688 0.5791 0.4884 0.4148
H 1.6429 -4.3249 -3.4605 0.6186 -0.7070 -0.2555
H 2.5556 -5.1275 -4.7798 0.0166 -0.4036 1.0063
H 3.3295 -4.5757 -1.7942 0.2249 -0.5145 -0.8011
H 4.3618 -5.7260 -2.7630 -0.9546 0.4515 -0.1616
H 4.2553 -3.4660 -4.5128 0.1601 -0.1679 0.7531
H 5.5560 -3.8668 -3.3050 -0.9497 0.3142 -0.3459
H 3.0059 -2.3788 -1.1566 0.0534 -0.0432 0.0633
H 5.4665 -1.5537 -1.4411 0.0902 -0.1390 -0.0807
H 4.1799 0.4222 -3.3540 -0.6594 -0.6435 -0.1008
H 2.9878 -0.5490 -4.2964 0.0291 0.2498 0.7714
H 2.3614 1.5093 -2.4024 -0.4489 -0.9026 -0.0454
H 2.4528 0.0863 -1.2953 -0.4580 0.4275 -0.8281
H 0.0840 0.7898 -2.3565 0.1664 -1.0053 -0.4715
H 0.7104 -0.0635 -3.8572 -0.2071 -0.1153 0.8649
H 0.5247 -1.3558 -0.9591 -0.3575 -0.0791 -0.8778
H 1.2358 -2.1270 -2.4236 -0.5653 0.7364 0.6362
H -0.7462 -1.4081 -4.6492 -0.2218 -0.4172 1.0637
H -3.0966 -2.7837 -4.8231 0.4073 0.0261 0.8386
H -3.6735 -3.8339 -2.2933 0.8538 0.5475 0.0275
H -1.5992 -3.0190 -0.6358 0.5228 0.6134 -0.9127
C -1.6506 1.1956 1.1252 0.1902 -0.0880 0.1132
C -2.1571 0.0086 0.7975 0.0283 0.0762 -0.0433
C -2.5334 -0.9790 1.8343 -0.0930 -0.1901 -0.1055
O -2.9943 -2.0638 1.5360 0.0246 0.1039 0.1028
C -2.3259 -0.5956 3.2503 0.0296 0.1507 0.0370
C -1.8196 0.5919 3.5794 0.1358 -0.3058 0.0779
C -1.4440 1.5799 2.5403 0.0687 0.0169 -0.0288
O -0.9846 2.6662 2.8397 -0.1033 -0.0567 0.0090
H -1.3708 1.9260 0.3826 0.0821 -0.0259 0.0941
H -2.3154 -0.2882 -0.2331 0.0275 -0.0561 0.0041
H -2.6073 -1.3301 3.9948 0.0181 -0.0356 -0.0299
H -1.6612 0.8878 4.6069 0.1166 -0.1418 -0.3142
C -4.0031 5.3185 5.9631 0.1506 -0.0690 -0.0456
C -3.1062 4.3588 5.7433 0.0305 0.2208 -0.0310
C -3.4229 2.9376 6.0101 0.1336 -0.0705 -0.0576
O -2.6041 2.0638 5.8111 -0.3376 0.3609 0.5700
C -4.7739 2.6228 6.5284 -0.1882 0.0050 0.0479
C -5.6705 3.5822 6.7482 0.0377 -0.1904 0.0079
C -5.3544 5.0049 6.4816 -0.1279 0.1961 0.0158
O -6.1726 5.8799 6.6801 0.0678 -0.0995 -0.0074
H -3.7896 6.3629 5.7747 -0.0420 0.0030 0.0126
H -2.1140 4.5689 5.3635 -0.0004 -0.0848 -0.0306
H -4.9870 1.5780 6.7164 0.0429 -0.0069 -0.0192
H -6.6624 3.3709 7.1274 -0.0023 0.0485 -0.0057
C 6.4950 1.6263 1.5197 0.0184 0.0481 0.2782
C 7.2421 1.6914 2.6206 -0.1319 0.0752 -0.0993
C 8.3952 0.7848 2.8211 0.1160 -0.0432 0.1401
O 9.0764 0.8432 3.8280 -0.0515 0.0230 -0.0684
C 8.6871 -0.1953 1.7513 -0.0528 -0.0257 -0.1497
C 7.9409 -0.2616 0.6494 0.2610 -0.0996 0.1041
C 6.7871 0.6453 0.4474 -0.2536 -0.0762 -0.2903
O 6.1115 0.5858 -0.5538 0.2415 0.4675 0.1345
H 5.6476 2.2804 1.3562 -0.0153 -0.0389 -0.0480
H 7.0437 2.4023 3.4131 0.0462 -0.0212 0.0224
H 9.5342 -0.8494 1.9157 -0.0030 0.0165 0.0503
H 8.1388 -0.9727 -0.1427 -0.1171 0.0109 -0.0254
C -6.2612 3.0804 -0.9152 0.1270 0.0814 0.1189
C -4.9612 3.1194 -0.6309 -0.1584 0.0954 0.0734
C -3.9905 2.2733 -1.3620 0.1595 -0.0648 -0.0927
O -2.8054 2.3054 -1.1028 -0.3346 0.2550 -0.3562
C -4.5192 1.3834 -2.4213 -0.0674 -0.1345 -0.1246
C -5.8198 1.3446 -2.7054 0.1537 -0.0276 -0.0066
C -6.7911 2.1905 -1.9752 -0.1947 -0.0758 -0.1037
O -7.9775 2.1580 -2.2342 0.1045 0.0411 0.0521
H -6.9861 3.6908 -0.3914 -0.0320 -0.0227 -0.0283
H -4.5563 3.7638 0.1398 0.0449 -0.0226 -0.0116
H -3.7935 0.7717 -2.9452 0.0327 -0.0220 0.0478
H -6.2239 0.6999 -3.4754 -0.0256 0.0107 0.0204
```
Forces are in eV/Å.

Computed properties:
Orbital gap, Ha: 0.146
Net charge: -1
HOMO level, eV: -4.58
E, eV: -117970.14794

Löwdin atomic charge list, values in e, 2 entries: S 0.6081; C -0.5823